Record 1
The following is a quantum chemistry calculation of 2 unconnected molecules or ions with the total composition C4H13N2O in a non-equilibrium geometry, from OMol25.

lowest unoccupied orbital energy = -3.1 eV
charge = +1
ΔE to the lowest compared entry with this formula, charge and spin = 39.87 kcal/mol
E = -344.7033 Ha
HOMO level = -13.6 eV

Last column: natural (NBO) charge in e.
Element x y z (Å)
C: 1.676 1.478 1.067  -0.62
C: 1.013 0.132 1.282  -0.46
C: 0.386 -0.453 0.039  0.14
C: -0.162 -1.654 -0.117  0.00
N: -0.494 -2.139 -1.404  -0.88
N: 0.085 0.478 -1.085  -0.73
H: 0.963 2.277 0.890  0.21
H: 2.234 1.735 1.966  0.25
H: 2.389 1.468 0.242  0.21
H: 0.280 0.080 2.090  0.24
H: 1.790 -0.598 1.517  0.24
H: -0.341 -2.224 0.798  0.21
H: -1.403 -2.605 -1.381  0.39
H: 0.112 -2.892 -1.717  0.40
H: 0.854 1.100 -1.326  0.43
H: -0.814 0.963 -0.929  0.47
H: -0.059 -0.192 -1.862  0.47
H: -3.232 1.217 -0.700  0.50
H: -2.747 0.967 0.779  0.50
O: -2.530 0.862 -0.151  -0.98

Record 2
The following is a quantum chemistry calculation of a molecular structure, C22H31BiClN2O6S in a non-equilibrium geometry, from OMol25.

lowest unoccupied orbital energy = -3.6 eV
charge = +1
ΔE to the lowest compared entry with this formula, charge and spin = 12.74 kcal/mol
E = -2490.4012 Ha
HOMO level = -10.9 eV

Last column: natural (NBO) charge in e.
Element x y z (Å)
Bi: -1.408 -0.056 0.386  1.96
C: -0.708 -1.543 -3.202  -0.66
C: -1.837 -0.770 -2.596  0.00
C: -1.717 0.608 -2.352  -0.27
C: -2.825 1.359 -1.938  -0.23
C: -4.038 0.737 -1.688  -0.24
C: -4.147 -0.639 -1.864  -0.18
C: -3.063 -1.378 -2.314  -0.22
H: -0.810 -1.538 -4.290  0.25
H: -0.709 -2.584 -2.882  0.23
H: 0.256 -1.104 -2.960  0.26
H: -0.786 1.111 -2.590  0.24
H: -2.724 2.432 -1.841  0.24
H: -4.899 1.321 -1.392  0.24
H: -5.096 -1.129 -1.691  0.24
H: -3.178 -2.441 -2.494  0.24
O: 0.342 -1.330 4.316  -0.76
Cl: -0.005 -0.222 3.538  2.57
O: -1.120 -0.659 2.601  -0.98
O: 1.068 0.253 2.735  -0.82
O: -0.566 0.837 4.312  -0.84
C: -3.174 2.445 2.172  -0.42
N: -2.100 3.394 2.408  -0.40
C: -2.504 4.654 3.032  -0.41
C: -0.862 3.203 1.956  0.46
S: -0.536 2.323 0.438  -0.32
N: 0.167 3.833 2.492  -0.37
C: 0.184 4.246 3.897  -0.42
C: 1.454 3.926 1.800  -0.42
H: -4.073 2.826 2.646  0.24
H: -2.944 1.483 2.631  0.23
H: -3.371 2.321 1.102  0.21
H: -3.411 5.001 2.537  0.22
H: -1.740 5.413 2.895  0.22
H: -2.713 4.533 4.096  0.22
H: -0.596 3.737 4.448  0.23
H: 0.092 5.327 4.008  0.21
H: 1.140 3.937 4.317  0.24
H: 1.311 4.200 0.759  0.23
H: 1.982 2.972 1.843  0.24
H: 2.047 4.694 2.288  0.23
C: 1.050 -5.220 4.418  -0.63
C: 1.054 -4.329 3.210  0.05
C: -0.048 -4.258 2.375  -0.23
C: -0.052 -3.466 1.233  -0.01
C: -1.255 -3.567 0.324  -0.64
C: 1.073 -2.699 0.938  -0.15
C: 2.218 -2.778 1.753  0.03
C: 3.453 -1.979 1.433  -0.64
C: 2.183 -3.588 2.874  -0.21
C: 1.158 -1.816 -0.262  0.80
O: 1.910 -1.998 -1.175  -0.53
O: 0.421 -0.651 -0.273  -0.99
H: 0.062 -5.646 4.585  0.22
H: 1.344 -4.663 5.308  0.23
H: 1.761 -6.037 4.283  0.23
H: -0.931 -4.842 2.612  0.21
H: -1.431 -4.613 0.073  0.25
H: -1.117 -3.037 -0.622  0.20
H: -2.158 -3.211 0.831  0.21
H: 3.224 -0.910 1.431  0.22
H: 3.839 -2.235 0.449  0.24
H: 4.229 -2.169 2.171  0.22
H: 3.059 -3.636 3.510  0.21

Record 3
The following is a quantum chemistry calculation of C13H21N3 in the gas phase in a non-equilibrium geometry, from OMol25.

lowest unoccupied orbital energy = 0.9 eV
structure (SMILES) = CCCN1CCC[C@@H]2Cc3n[nH]cc3C[C@H]21
ΔE to the lowest compared entry with this formula, charge and spin = 5.68 kcal/mol
E = -672.1932 Ha
HOMO level = -7.6 eV

Last column: natural (NBO) charge in e.
Element x y z (Å)
N: -2.759 3.349 2.451  -0.25
C: -2.224 2.427 1.685  0.15
C: -4.061 1.427 2.425  -0.06
C: -2.997 1.187 1.632  -0.14
N: -3.901 2.742 2.898  -0.36
N: -0.780 -0.984 -0.551  -0.49
C: 0.868 -4.068 0.908  -0.61
C: -2.562 0.015 0.787  -0.41
C: -0.724 -2.338 -0.069  -0.19
C: -0.220 -0.607 -1.884  -0.20
C: 0.658 -2.603 0.540  -0.40
C: 0.998 0.349 -1.692  -0.40
C: -0.915 2.578 0.953  -0.42
C: 0.688 1.508 -0.696  -0.40
C: -1.089 0.096 0.425  -0.03
C: -0.759 1.485 -0.124  -0.20
H: -4.871 0.760 2.652  0.22
H: -4.536 3.164 3.566  0.40
H: 0.237 -4.361 1.745  0.20
H: 0.662 -4.641 0.014  0.20
H: 1.908 -4.198 1.180  0.21
H: -3.157 0.024 -0.165  0.22
H: -2.794 -0.887 1.352  0.21
H: -1.419 -2.478 0.766  0.19
H: -0.925 -3.096 -0.869  0.19
H: 0.173 -1.456 -2.479  0.21
H: -0.998 -0.129 -2.436  0.18
H: 1.446 -2.300 -0.158  0.19
H: 0.801 -1.977 1.419  0.19
H: 1.825 -0.246 -1.244  0.20
H: 1.329 0.757 -2.680  0.20
H: -0.110 2.502 1.698  0.21
H: -0.876 3.568 0.457  0.23
H: 0.915 2.476 -1.151  0.21
H: 1.383 1.396 0.125  0.20
H: -0.509 -0.081 1.336  0.18
H: -1.499 1.749 -0.906  0.20

Record 4
The following is a quantum chemistry calculation of C23H27N3O5 in the gas phase in a non-equilibrium geometry, from OMol25.

lowest unoccupied orbital energy = 0.5 eV
structure (SMILES) = Cc1cc(=O)oc2c3c(cc(OCC(=O)NCCCn4ccnc4)c12)OC(C)(C)CC3
ΔE to the lowest compared entry with this formula, charge and spin = 35.61 kcal/mol
E = -1433.1650 Ha
HOMO level = -8.2 eV

Last column: natural (NBO) charge in e.
Element x y z (Å)
C: -0.416 3.220 2.768  -0.65
C: -1.285 2.046 2.476  0.11
C: -2.602 2.095 2.794  -0.37
C: -3.533 1.043 2.480  0.74
O: -4.713 1.033 2.734  -0.57
O: -3.017 -0.040 1.810  -0.47
C: -1.708 -0.140 1.495  0.38
C: -1.359 -1.307 0.810  -0.19
C: -0.026 -1.500 0.478  0.44
C: 0.928 -0.535 0.816  -0.40
C: 0.574 0.631 1.459  0.35
C: -0.778 0.864 1.820  -0.17
O: 1.485 1.599 1.769  -0.50
C: 2.857 1.285 1.703  -0.16
C: 3.418 1.095 0.291  0.65
O: 4.435 0.465 0.091  -0.62
N: 2.703 1.705 -0.671  -0.63
H: 1.859 2.200 -0.417  0.42
C: 3.020 1.540 -2.069  -0.24
C: 1.977 0.703 -2.821  -0.42
H: 1.623 -0.098 -2.168  0.22
H: 2.456 0.245 -3.687  0.22
C: 0.785 1.522 -3.329  -0.20
N: -0.048 2.030 -2.273  -0.35
C: 0.109 3.188 -1.587  0.13
N: -0.824 3.362 -0.691  -0.47
C: -1.636 2.279 -0.794  -0.08
C: -1.169 1.439 -1.762  -0.10
H: -1.531 0.499 -2.123  0.22
H: -2.510 2.187 -0.183  0.21
H: 0.894 3.890 -1.793  0.20
H: 1.150 2.368 -3.920  0.21
H: 0.166 0.894 -3.976  0.22
H: 3.986 1.030 -2.091  0.25
H: 3.130 2.521 -2.543  0.19
H: 3.367 2.140 2.158  0.22
H: 3.094 0.389 2.290  0.21
H: 1.949 -0.749 0.546  0.24
O: 0.436 -2.576 -0.192  -0.52
C: -0.440 -3.704 -0.325  0.27
C: 0.138 -4.532 -1.473  -0.61
H: 1.176 -4.776 -1.262  0.22
H: 0.100 -3.969 -2.402  0.21
H: -0.427 -5.452 -1.592  0.21
C: -0.409 -4.512 0.975  -0.64
H: -0.664 -3.883 1.824  0.22
H: 0.591 -4.908 1.135  0.22
H: -1.111 -5.339 0.921  0.22
C: -1.857 -3.227 -0.665  -0.43
C: -2.405 -2.313 0.427  -0.41
H: -3.297 -1.790 0.077  0.23
H: -2.705 -2.894 1.303  0.22
H: -2.507 -4.090 -0.806  0.22
H: -1.813 -2.677 -1.608  0.21
H: -3.027 2.956 3.284  0.23
H: -0.986 3.988 3.283  0.21
H: 0.438 2.935 3.377  0.23
H: -0.044 3.626 1.828  0.25